The following is a quantum chemistry calculation of an isolated molecule of C4H4FP, from OMol25.

Summary:
Gap between HOMO and LUMO in eV: 10.07

Last column: Löwdin charge in e.
Cartesian coordinates (Å):
1 C -1.1554 0.0552 -0.9671  0.040
2 C 0.0074 0.5922 -0.7595  -0.483
3 C -0.3052 -0.6174 1.5176  -0.329
4 C -1.3392 -0.9680 0.8410  -0.204
5 F -2.2124 -1.9828 1.0864  0.022
6 P 0.7332 0.7824 0.8521  0.877
7 H -1.8650 0.0159 -1.6569  0.011
8 H 0.5679 1.1407 -1.5505  0.074
9 H -0.2040 -0.7776 2.5457  0.043
10 H 2.0939 0.2636 0.6905  -0.052

=====

The following is a quantum chemistry calculation of a structure of composition C4H4HoO5, from OMol25.

Summary:
<S²>: 8.755
2S+1: 6
Gap between HOMO and LUMO (alpha / beta) in eV: 6.53 / 6.40

Last column: Löwdin spin population.
Cartesian coordinates (Å):
1 O -0.1870 1.3595 3.2573  0.002
2 C -0.5144 0.7204 2.2482  0.006
3 O -1.4115 -0.1834 2.1967  0.057
4 O 0.0060 1.1413 1.0735  0.014
5 C -0.7500 1.0381 -0.1808  0.052
6 H -1.3176 1.9837 -0.2582  0.001
7 C 0.2775 1.0344 -1.3022  0.003
8 H 1.1760 1.6341 -1.0631  0.000
9 H 0.6149 0.0173 -1.5588  0.003
10 H -0.1761 1.4612 -2.2115  0.001
11 C 1.5254 -3.1015 -0.7899  0.006
12 O 0.4672 -3.3506 -1.1953  0.041
13 O 2.5706 -2.8684 -0.3478  0.002
14 Ho -2.2810 -0.8861 0.1319  4.814

=====

The following is a quantum chemistry calculation of an isolated molecule of C4H4IN, from OMol25.

Summary:
<S²>: 2.006
2S+1: 3
Gap between HOMO and LUMO (alpha / beta) in eV: 6.78 / 6.64

Last column: Löwdin spin population.
Cartesian coordinates (Å):
1 C -0.6337 -1.6123 -0.0475  0.034
2 C 0.6159 0.5041 0.6802  0.059
3 C 0.5939 0.5763 -0.8032  0.066
4 C -0.5880 -0.1467 -0.0337  0.424
5 N -0.6476 -2.7628 -0.0694  0.058
6 I -2.5289 0.8431 -0.0318  1.320
7 H 1.2716 -0.1834 1.3748  0.012
8 H 0.4149 1.3498 1.3756  0.009
9 H 0.3643 1.6635 -1.1226  0.009
10 H 1.1378 -0.2316 -1.3224  0.008

=====

The following is a quantum chemistry calculation of a cluster of 3 separate species, C4H4IO2 in total, from OMol25.

Summary:
Total charge: -1
Gap between HOMO and LUMO in eV: 7.52

Last column: Löwdin charge in e.
Cartesian coordinates (Å):
1 C -0.8494 1.7006 0.3660  -0.445
2 C 0.1413 -2.0898 0.5718  -0.036
3 C 0.2128 1.4169 -0.5512  -0.078
4 C -0.9300 -2.4117 0.1642  -0.018
5 O -1.4312 2.1223 1.3125  0.122
6 O -1.1605 0.9429 -0.7532  0.021
7 I 3.3865 -0.2102 -0.4194  -0.514
8 H 1.0795 -1.6431 0.9161  -0.047
9 H 0.4206 2.2944 -1.2061  0.123
10 H 1.0041 0.7030 -0.4147  -0.119
11 H -1.8735 -2.8254 0.0140  -0.010

=====

The following is a quantum chemistry calculation of a structure of composition C4H4Li2NaO5, from OMol25.

Summary:
Total charge: +1
Gap between HOMO and LUMO in eV: 6.93

Last column: Löwdin charge in e.
Cartesian coordinates (Å):
1 O 4.6081 -0.4686 -0.4489  -0.068
2 C 3.6676 0.3278 -0.2125  -0.805
3 O 3.7595 1.5700 -0.3606  -0.084
4 Li 5.6209 1.1703 -0.8592  0.841
5 O 2.4869 -0.1763 0.1881  0.017
6 C 1.3042 0.4992 -0.2085  -0.157
7 C 0.1505 -0.4476 0.0525  -0.160
8 H 1.3467 0.7600 -1.2752  0.139
9 H 1.1786 1.4301 0.3614  0.139
10 H 0.2058 -1.3139 -0.6210  0.142
11 H 0.1340 -0.8012 1.0924  0.139
12 O -1.0348 0.3054 -0.1931  -0.188
13 C -2.2672 -0.1745 0.1080  -0.473
14 O -2.3240 -1.2573 0.7013  -0.122
15 Na -5.0050 -1.7942 1.0384  0.863
16 Li -2.7227 0.9517 -1.6089  0.777

=====

The following is a quantum chemistry calculation of a structure of composition C4H4LiO, from OMol25.

Summary:
Total charge: +1
Gap between HOMO and LUMO in eV: 8.13

Last column: Löwdin charge in e.
Cartesian coordinates (Å):
1 H -1.5088 -1.9428 0.8308  0.249
2 C 1.5379 0.9024 -1.3411  0.073
3 C 1.1461 0.2809 -0.2232  -0.173
4 C -0.1846 -0.2092 0.0196  0.016
5 C -1.3625 -0.1958 0.3791  -0.190
6 O -2.0746 -1.0505 1.0600  -0.136
7 Li -2.8526 -0.1784 2.3321  0.882
8 H 0.8497 1.0923 -2.1671  0.085
9 H 2.5799 1.1981 -1.4687  0.081
10 H 1.8694 0.1030 0.5784  0.113

=====

Calculated maximum force in order - 7.5; 3.9; 3.7; 2.2; 1.5; 5.9 eV/Å